C35H28ClF3InN5O8S3 as an isolated structure. Source: the Open Molecules 2025 dataset; level of theory: ωB97M-V/def2-TZVPD.

Calculated values
**HOMO level (spin up / spin down)**: -6.741 / -6.741 eV
**Gap between HOMO and LUMO (spin up / spin down)**: 4.819 / 4.817 eV
**Energy**: -4370.4435 Ha

Last column: Löwdin charge in e.
CARTESIAN COORDINATES (ANGSTROEM)
C: 3.879 -0.718 -0.544  -0.03
C: 0.505 0.977 -3.410  -0.11
H: -1.151 2.128 -0.806  0.12
O: -1.075 -1.824 -1.118  -0.04
C: 6.983 1.189 0.360  -0.50
C: -4.421 2.724 1.552  -0.56
H: 1.727 -3.234 -3.676  0.15
O: 3.635 -5.808 0.934  0.03
H: -4.260 4.586 5.013  0.07
H: -2.894 3.002 5.448  0.07
N: 2.887 0.262 -0.498  0.02
H: -4.000 -4.703 -2.950  0.11
H: -5.654 3.843 2.948  0.10
C: 1.389 -0.475 -5.209  0.01
H: 0.106 2.368 -6.598  0.15
C: 5.258 -0.415 -0.453  0.04
C: -0.753 3.015 -4.057  0.04
C: 0.059 1.919 -4.449  -0.15
S: -2.648 2.710 1.972  0.73
C: 0.157 -0.987 2.110  -0.49
C: 5.580 0.880 -0.079  -0.10
N: 1.200 -1.310 -2.904  -0.03
H: 1.772 0.583 -7.046  0.11
O: 0.739 -6.448 4.569  0.06
C: -1.273 -2.763 -1.952  -0.27
H: 2.528 2.313 -0.020  0.14
C: -2.038 -4.735 -3.894  -0.66
C: -2.563 -3.493 -1.865  0.02
C: -4.356 6.323 3.588  -0.54
C: -2.343 1.951 3.664  -0.46
H: 2.280 -5.965 2.660  0.13
C: -5.180 3.954 1.910  -0.48
C: -1.348 2.977 -2.778  -0.03
N: 3.139 -4.677 0.649  -0.31
H: -0.131 -4.598 -4.719  0.10
C: 0.566 -2.472 2.055  -0.05
H: -4.385 2.380 0.469  0.08
H: 6.025 -1.218 -0.543  0.15
C: 1.080 -0.287 -3.832  -0.19
Cl: -2.731 -5.515 -5.278  0.66
H: -0.593 -2.952 3.854  0.15
O: 3.497 -4.015 -0.375  0.02
O: -0.410 -0.612 3.155  0.03
H: -2.091 3.663 -2.427  0.11
C: -0.803 2.126 -1.870  -0.09
O: 0.307 -0.231 1.048  -0.10
N: 0.117 1.138 -2.091  0.05
F: 7.546 0.293 1.320  0.07
C: 0.555 1.731 -5.752  -0.07
N: 0.170 -5.378 4.329  -0.35
H: -1.063 3.708 -4.831  0.12
O: 1.546 -2.483 -0.150  -0.11
C: 1.785 -5.017 2.536  0.12
H: 3.533 -1.759 -0.747  0.10
S: -2.175 4.689 3.760  0.72
F: 7.905 1.219 -0.631  0.14
C: 4.622 1.918 -0.127  0.05
H: 4.765 2.980 -0.053  0.12
S: -4.200 5.596 1.907  0.75
C: -2.963 -4.391 -2.851  -0.08
H: -5.386 6.605 3.888  0.08
H: -3.238 1.357 3.865  0.08
C: 1.292 0.633 -6.066  -0.09
C: -3.657 5.378 4.567  -0.54
F: 7.125 2.358 1.011  0.13
In: 0.801 -0.637 -0.904  0.84
C: 3.267 1.521 -0.233  -0.08
C: 1.416 -2.943 1.046  -0.20
H: -3.245 6.018 5.328  0.05
C: 0.189 -3.255 3.135  0.08
H: -1.475 1.291 3.545  0.04
C: -2.101 3.044 4.701  -0.44
H: -5.924 4.208 1.154  0.05
C: 2.192 -4.174 1.499  -0.07
H: -3.190 -3.242 -0.977  0.13
H: 1.614 -1.476 -5.624  0.13
H: -1.090 3.088 5.123  0.06
C: -0.741 -4.224 -3.928  -0.05
C: 0.779 -4.489 3.374  -0.14
H: -3.820 7.255 3.493  0.06
H: -4.925 1.908 2.076  0.07
C: 0.960 -2.616 -3.180  -0.02
O: -0.891 -5.019 4.853  0.06
C: -0.290 -3.251 -2.978  -0.09

=====

C35H28CrI2N6O6 as an isolated structure. Source: the Open Molecules 2025 dataset; level of theory: ωB97M-V/def2-TZVPD.

Calculated values
**HOMO level (spin up / spin down)**: -9.752 / -9.853 eV
**Multiplicity**: 4
**Charge**: +1
**⟨S²⟩**: 3.77
**Gap between HOMO and LUMO (spin up / spin down)**: 4.958 / 4.783 eV
**Energy**: -3770.1654 Ha

Last column: Mulliken spin population.
CARTESIAN COORDINATES (ANGSTROEM)
N: 0.574 3.017 0.679  0.01
C: 0.541 -5.271 -1.165  0.00
H: 1.416 2.527 -1.754  0.00
C: 1.514 2.758 2.648  0.00
C: 0.168 3.883 -2.880  0.00
O: -1.418 0.866 -4.135  0.00
C: -3.027 -1.241 0.051  0.02
C: 0.436 1.699 0.988  -0.01
C: -2.333 0.611 -3.167  0.00
N: -3.418 -2.754 -0.366  0.00
C: 0.035 -4.091 -0.608  0.02
C: -1.290 -2.403 4.535  0.01
H: 0.063 -6.212 -0.929  0.00
H: 2.188 2.309 4.601  0.00
O: -0.188 0.945 0.175  -0.02
C: 3.870 -2.512 -3.288  -0.01
C: -2.113 -0.167 -2.024  0.03
H: 3.314 3.294 3.669  0.00
H: -5.233 0.059 -0.644  0.00
I: 4.234 -5.362 -4.147  0.00
H: 0.393 0.702 -4.982  0.00
H: 0.416 0.387 -3.232  -0.01
C: -0.188 -2.209 3.690  0.00
H: 1.953 -2.220 3.495  0.00
H: -0.225 -0.833 -4.346  0.00
C: 1.118 -2.368 4.169  0.01
H: 2.322 -2.853 5.867  0.00
H: 0.575 3.589 -3.838  0.00
C: -4.427 0.219 -1.355  0.00
C: -0.135 0.235 -4.155  0.01
H: -2.292 -2.279 4.147  0.00
O: 0.556 -1.552 1.566  -0.03
N: 1.228 3.661 1.700  0.00
Cr: 0.021 -0.993 -0.254  3.01
C: 0.641 3.286 -1.721  0.00
H: -0.831 -4.124 0.042  0.00
C: 1.039 1.525 2.256  0.00
C: -0.823 4.854 -2.811  0.00
I: 4.132 0.501 -2.865  0.00
O: 1.720 -0.576 -1.045  -0.02
N: -1.725 -1.313 0.653  -0.07
C: 2.256 -1.539 -1.757  0.00
H: 1.914 5.290 0.591  0.00
C: 1.611 5.059 1.609  0.00
C: 2.233 -3.974 -2.283  -0.01
H: -3.756 -1.001 0.822  0.00
N: 0.567 -2.912 -0.853  -0.06
H: -1.187 5.320 -3.718  0.00
C: 2.258 3.125 3.886  0.00
H: -2.133 5.976 -1.528  0.00
H: 2.456 5.222 2.270  0.00
C: -3.586 1.171 -3.376  0.00
O: -3.206 -3.524 0.471  0.01
C: 3.333 -1.402 -2.605  0.01
H: 2.002 -6.115 -2.465  0.00
O: -0.908 -0.698 -1.783  0.02
C: -3.180 -0.357 -1.138  0.00
H: -1.326 4.882 0.544  0.00
H: 1.856 4.026 4.348  0.00
N: -1.738 -1.693 1.837  0.03
C: 1.615 -5.214 -2.009  0.01
C: -0.898 4.624 -0.419  0.00
H: 0.383 -3.195 7.360  0.00
C: -4.629 0.990 -2.481  0.01
C: 3.351 -3.767 -3.126  0.01
H: 1.123 0.607 2.812  0.00
H: 0.796 5.721 1.895  0.00
H: -5.593 1.445 -2.668  0.00
C: -1.077 -2.753 5.855  -0.01
C: 1.681 -2.843 -1.648  0.00
H: -3.720 1.759 -4.277  0.00
C: 0.101 3.666 -0.503  0.00
H: -1.919 -2.903 6.519  0.00
C: -0.381 -1.813 2.318  0.01
C: 1.318 -2.721 5.486  0.00
C: 0.221 -2.912 6.327  0.01
C: -1.354 5.226 -1.582  0.00
H: 4.717 -2.366 -3.946  0.00

=====

C35H28F15GeN3O3S4SbSeSiW as an isolated structure. Source: the Open Molecules 2025 dataset; level of theory: ωB97M-V/def2-TZVPD.

Calculated values
**HOMO level (spin up / spin down)**: -1.813 / -1.990 eV
**Multiplicity**: 2
**Charge**: -2
**⟨S²⟩**: 0.82
**Gap between HOMO and LUMO (spin up / spin down)**: 4.810 / 5.029 eV
**Energy**: -9906.5160 Ha

Last column: Mulliken spin population.
CARTESIAN COORDINATES (ANGSTROEM)
H: 2.373 -0.400 -4.595  0.00
C: 4.521 1.315 5.890  0.00
O: 2.185 0.699 -0.938  0.01
H: -1.693 -0.107 4.971  0.00
H: 2.351 -4.751 -3.595  0.00
H: 2.188 -1.014 -6.227  0.00
C: 5.073 -0.844 1.728  0.04
C: -1.346 3.249 4.544  0.00
H: 1.424 -5.847 -1.584  0.00
F: 1.208 0.464 3.680  0.02
C: -2.621 0.217 4.507  0.00
F: 0.991 0.648 6.391  0.00
C: 6.743 3.752 0.717  0.00
N: 0.068 2.572 -1.192  -0.01
C: 1.698 -2.752 -3.192  0.00
H: -3.388 0.278 5.270  0.00
C: 1.531 -4.280 -3.046  0.00
H: -1.846 3.566 5.452  0.00
C: 4.518 3.584 2.297  0.00
C: 1.505 -2.388 -4.701  0.00
H: 0.240 4.088 1.323  0.01
H: -0.514 5.471 0.520  0.00
H: -3.701 3.396 2.052  0.00
S: 1.946 2.437 1.104  0.07
F: 7.001 -2.423 -0.959  0.00
C: 6.114 2.536 0.955  0.00
C: 4.600 1.186 4.511  0.00
C: 0.162 4.743 -1.889  0.00
H: -2.901 -0.554 3.782  0.00
H: -0.373 2.842 4.808  0.00
H: 0.466 -2.075 -4.831  0.00
C: 4.949 2.406 1.692  0.00
C: 6.720 -3.093 1.296  0.00
C: 5.322 -1.760 2.732  0.04
Si: -2.332 1.877 3.577  0.01
C: -0.463 4.384 0.539  -0.01
H: 0.151 5.817 -1.861  0.00
H: -0.411 0.687 -3.174  0.00
F: 7.533 -4.151 1.106  0.00
F: 3.511 3.557 3.188  0.00
H: 0.545 4.217 -4.022  0.00
H: 0.187 1.741 -4.463  0.00
H: 3.477 -1.644 -5.185  0.00
C: 0.307 2.620 -2.548  0.00
C: 2.300 0.740 4.401  -0.06
C: -3.934 2.549 2.692  0.00
C: 0.596 -2.065 -2.391  -0.01
H: -4.339 1.758 2.063  0.00
C: 1.543 -4.766 -1.603  0.01
O: -0.555 -2.545 -2.376  0.01
F: 6.428 -3.699 3.559  0.00
H: -1.177 4.116 3.910  0.00
C: -0.036 3.904 -0.806  0.00
S: -2.614 -2.101 1.933  -0.01
Se: -0.863 1.324 1.791  -0.05
H: 1.661 -3.286 -5.303  0.00
F: 6.728 1.446 0.467  0.00
C: 0.378 3.927 -3.000  0.00
C: 2.087 -0.452 -1.586  -0.06
C: 2.445 -1.298 -5.206  0.00
H: 2.479 -4.514 -1.111  0.00
O: 4.093 -3.009 -2.903  0.00
C: 3.495 0.905 3.729  0.03
H: 4.088 -0.776 -1.887  0.00
S: -1.719 0.159 -0.920  0.06
N: 0.850 -0.924 -1.693  0.00
N: 3.163 -1.119 -2.099  0.01
F: 7.862 3.817 -0.036  0.00
C: 5.634 -1.131 0.500  -0.01
F: 4.786 -1.591 3.955  0.00
F: 4.620 5.926 2.680  0.00
C: 2.174 0.837 5.781  0.00
H: 1.347 0.943 -3.406  0.00
Sb: -1.011 -1.780 0.356  -0.02
H: 0.578 -4.553 -3.503  0.00
W: 0.574 0.714 0.032  0.76
F: 5.355 -0.289 -0.518  0.00
C: 3.303 1.130 6.532  0.00
H: -1.444 3.979 0.801  0.00
H: -4.691 2.851 3.407  0.00
F: 5.814 1.330 3.951  0.00
F: 3.218 1.233 7.872  0.00
C: 5.108 4.819 2.083  -0.01
C: 6.220 4.916 1.259  0.00
F: 6.804 6.112 1.030  0.00
F: 5.612 1.610 6.625  0.00
C: 3.080 -2.345 -2.718  0.00
C: 6.150 -2.860 2.541  0.00
C: 0.361 1.420 -3.436  0.01
Ge: 3.572 0.799 1.660  0.15
C: 6.454 -2.218 0.249  0.00
S: 1.394 -1.121 1.256  0.01
H: 0.717 -4.331 -1.040  -0.01